No. 1
Entry from OMol25: a cluster of 2 separate species, C22H33N3O5S in total (ωB97M-V/def2-TZVPD).

Geometry as XYZ:
```
64
Properties=species:S:1:pos:R:3:mulliken_charge:R:1
C 6.641 3.729 6.520 -1.334
C 6.511 3.531 4.901 -0.424
H 6.574 4.412 4.301 0.370
H 7.424 2.986 4.585 0.354
O 5.354 3.093 4.611 -0.301
C 5.234 2.525 3.527 0.015
O 6.011 2.676 2.773 -0.474
C 3.992 1.814 3.156 1.018
C 4.256 0.392 2.653 -0.948
C 2.779 -0.297 2.379 -1.113
N 2.159 0.266 1.428 0.064
C 2.641 0.377 0.016 -0.928
C 1.238 0.739 -0.949 0.391
O 1.489 0.837 -2.054 -0.486
N 0.171 0.253 -0.441 0.086
C -1.151 0.163 -0.747 0.491
C -1.539 0.712 -2.117 0.075
C -2.732 0.620 -2.571 -0.387
C -3.744 0.077 -2.011 0.111
C -3.485 -0.357 -0.484 -1.852
C -2.140 -0.186 -0.130 0.573
H -1.910 -0.700 1.078 0.027
H -4.281 -0.702 0.042 0.709
S -5.391 -0.025 -2.364 0.924
O -5.362 1.077 -3.787 -0.840
O -6.363 0.084 -1.461 -0.575
N -5.711 -1.242 -3.194 -0.185
C -4.905 -1.731 -4.618 -1.187
C -3.606 -2.314 -4.241 -0.132
H -2.977 -1.661 -3.831 -0.022
H -3.159 -2.592 -5.459 0.280
C -3.702 -3.499 -3.644 0.930
C -2.412 -4.331 -3.409 -1.618
H -2.549 -5.078 -2.786 0.584
H -1.722 -3.562 -2.826 0.181
H -1.909 -4.716 -4.422 0.309
C -4.344 -3.186 -2.365 -0.481
C -5.796 -2.709 -2.205 -1.598
H -6.103 -2.248 -1.449 0.863
H -6.312 -3.354 -2.780 0.418
H -3.855 -2.674 -1.544 0.387
H -4.472 -4.324 -1.404 0.262
H -4.382 -4.229 -4.019 0.240
H -4.916 -0.522 -4.902 0.345
H -5.502 -2.207 -5.149 0.782
H -3.089 0.977 -3.736 0.184
H -0.732 1.009 -2.782 0.490
H 0.023 -0.052 0.631 -0.139
H 2.965 -0.644 -0.253 0.466
H 3.361 1.073 -0.095 0.445
C 1.804 1.752 1.858 -1.351
C 3.089 2.529 2.178 -0.551
H 3.568 2.653 1.139 0.125
H 2.682 3.513 2.723 0.324
H 1.010 1.653 2.883 0.299
H 1.155 2.110 1.279 0.885
H 2.258 -0.326 3.295 0.545
H 3.045 -1.341 2.078 0.397
H 4.800 0.316 1.774 0.418
H 4.497 -0.441 3.595 0.262
H 3.360 1.794 4.137 0.142
H 7.553 4.259 6.774 0.397
H 6.680 2.853 6.926 0.420
H 5.928 4.394 6.986 0.338
```

The calculation puts the LUMO energy at -0.6 eV. The calculation puts the largest force on an atom at 17.24 eV Å⁻¹. As for the HOMO energy: -8.45 eV. The relative energy (zero: lowest compared OMol25 entry of this formula, charge and spin) comes out at 24.158 eV. Its total charge is 0. Its spin multiplicity is 1. The HOMO-LUMO gap comes out at 7.89 eV.

No. 2
Entry from OMol25: a cluster of 2 separate species, C22H33N4O4 in total (ωB97M-V/def2-TZVPD).

Geometry as XYZ:
```
63
Properties=species:S:1:pos:R:3:mulliken_charge:R:1
C 4.537 -2.634 1.292 -1.580
C 3.569 -2.006 0.295 0.051
C 3.530 -2.775 -1.041 -0.317
C 3.408 -1.889 -2.282 -1.033
N 2.011 -1.776 -2.798 -0.299
C 1.149 -1.175 -1.919 -0.234
N 1.110 0.124 -1.640 0.005
C 0.118 0.391 -0.700 -0.152
C -0.108 1.782 -0.226 -0.412
C -1.469 2.023 0.399 0.662
C -1.544 2.178 1.898 -1.527
N -2.452 2.117 -0.393 -0.731
C -0.453 -0.790 -0.409 -0.388
C -1.569 -1.221 0.489 0.650
C -1.249 -2.558 1.195 -0.935
C -2.363 -3.592 1.030 -0.750
C -2.338 -4.085 -0.408 0.577
O -1.311 -4.168 -1.054 -0.709
O -3.533 -4.419 -0.912 -0.367
C -3.959 -3.678 -2.096 0.072
C -5.434 -3.322 -1.945 -1.158
N 0.201 -1.743 -1.188 0.308
H 4.232 -3.647 1.554 0.357
H 4.588 -2.055 2.213 0.394
H 5.542 -2.685 0.874 0.408
H 2.579 -2.001 0.757 0.019
H 3.863 -0.967 0.133 0.300
H 4.425 -3.392 -1.107 0.512
H 2.680 -3.461 -0.999 0.201
H 4.003 -2.294 -3.095 0.376
H 3.744 -0.880 -2.055 0.396
H 1.663 -2.700 -3.023 0.414
H 1.710 0.801 -2.081 0.322
H -0.049 2.438 -1.098 0.497
H 0.680 2.087 0.465 0.409
H -1.911 3.162 2.172 0.398
H -0.572 1.997 2.346 0.347
H -2.218 1.415 2.290 0.465
H -3.313 2.307 0.122 0.299
H -1.744 -0.472 1.254 -0.237
H -2.459 -1.318 -0.137 0.194
H -1.051 -2.393 2.253 0.538
H -0.351 -3.019 0.800 0.204
H -3.344 -3.184 1.254 0.285
H -2.165 -4.445 1.681 0.396
H -3.342 -2.786 -2.183 0.080
H -3.796 -4.319 -2.957 0.372
H -5.821 -3.787 -1.043 0.308
H -5.574 -2.245 -1.885 0.326
H -6.007 -3.670 -2.799 0.327
H -0.016 -2.740 -1.196 0.372
C 1.542 7.441 2.390 -0.448
C 1.566 6.170 2.782 -0.483
C 1.043 5.087 1.916 0.570
O 1.065 3.927 2.283 -0.505
C 0.489 5.471 0.595 0.056
C 0.462 6.740 0.199 -0.494
C 0.989 7.829 1.066 0.228
O 0.966 8.981 0.704 -0.513
H 1.918 8.248 3.005 0.415
H 1.964 5.864 3.741 0.432
H 0.108 4.667 -0.021 0.277
H 0.061 7.046 -0.759 0.450
```

The calculation puts the LUMO energy at -3.5 eV. The calculation puts the largest force on an atom at 0.75 eV Å⁻¹. As for the HOMO energy: -12.19 eV. Its total charge is +1. Its spin multiplicity is 1. The HOMO-LUMO gap comes out at 8.66 eV.

No. 3
Entry from OMol25: the molecule C22H33N5O2 (ωB97M-V/def2-TZVPD).

Geometry as XYZ:
```
62
Properties=species:S:1:pos:R:3:mulliken_charge:R:1
C -2.077 -2.842 3.892 -0.937
O -0.826 -2.974 3.264 -0.438
C -0.154 -1.841 2.902 1.115
C -0.614 -0.546 3.106 -0.878
C 0.126 0.536 2.659 -0.781
C 1.346 0.363 2.023 0.614
C 2.084 1.524 1.406 -1.812
N 1.739 1.755 0.008 0.134
C 2.087 0.647 -0.864 0.141
C 1.857 1.058 -2.323 -1.542
N 0.524 1.547 -2.602 0.353
C -0.475 0.549 -2.959 -1.700
C -0.891 -0.425 -1.888 0.321
C -1.991 -0.390 -1.145 1.136
C -3.066 0.653 -1.227 -1.854
C -2.246 -1.429 -0.090 -0.805
C 0.113 2.553 -1.639 0.246
C 0.849 3.872 -1.931 -1.575
C 0.012 5.089 -1.541 -0.689
O -1.227 5.138 -2.210 -0.535
C 0.346 2.118 -0.184 -0.207
C 1.817 -0.934 1.858 -0.272
C 1.089 -2.029 2.284 0.628
C 1.578 -3.424 1.985 -1.531
N 1.070 -3.831 0.699 0.850
C -0.032 -4.537 0.402 0.008
N -0.190 -4.605 -0.900 -0.593
C 0.856 -3.902 -1.374 -0.268
N 1.637 -3.415 -0.439 -0.885
H -1.998 -2.299 4.839 0.359
H -2.802 -2.342 3.242 0.317
H -2.416 -3.859 4.089 0.288
H -1.557 -0.367 3.598 0.420
H -0.262 1.533 2.812 0.361
H 3.162 1.348 1.447 0.521
H 1.861 2.446 1.950 0.490
H 1.499 -0.256 -0.634 -0.074
H 3.146 0.414 -0.724 0.627
H 2.558 1.863 -2.566 0.329
H 2.068 0.210 -2.977 0.571
H -0.056 -0.017 -3.797 0.418
H -1.342 1.100 -3.333 0.433
H -0.192 -1.237 -1.725 0.198
H -4.046 0.178 -1.207 0.526
H -2.993 1.255 -2.127 0.303
H -3.004 1.321 -0.366 0.288
H -3.166 -1.971 -0.305 0.586
H -2.356 -0.950 0.884 0.249
H -1.431 -2.146 -0.034 -0.228
H -0.958 2.728 -1.780 0.832
H 1.793 3.894 -1.388 0.376
H 1.061 3.915 -3.003 0.368
H -0.236 5.064 -0.477 0.314
H 0.586 6.007 -1.738 0.349
H -1.062 5.061 -3.156 0.343
H -0.328 1.281 0.055 -0.446
H 0.112 2.953 0.481 0.513
H 2.770 -1.103 1.379 0.285
H 1.217 -4.130 2.736 0.478
H 2.669 -3.442 1.936 0.449
H -0.674 -4.974 1.138 0.434
H 1.038 -3.755 -2.419 0.479
```

The calculation puts the LUMO energy at 0.6 eV. The calculation puts the largest force on an atom at 0.89 eV Å⁻¹. As for the HOMO energy: -7.71 eV. The relative energy (zero: lowest compared OMol25 entry of this formula, charge and spin) comes out at 2.541 eV. Its total charge is 0. Its spin multiplicity is 1. The HOMO-LUMO gap comes out at 8.35 eV.

No. 4
Entry from OMol25: a structure of composition C22H33NOPReSbSe4Si (ωB97M-V/def2-TZVPD).

Geometry as XYZ:
```
65
Properties=species:S:1:pos:R:3:mulliken_charge:R:1
Re -1.353 0.075 -0.994 0.570
C 0.484 0.197 -2.015 -0.816
Si 1.862 0.296 -0.812 -0.377
C 1.213 -0.746 0.609 -1.231
N -0.229 -0.507 0.927 0.837
C -0.384 0.736 1.764 -1.161
C 0.035 0.577 3.222 -0.735
C -0.584 -0.678 3.867 -0.793
C -1.554 -1.360 2.903 -0.730
C -0.803 -1.711 1.628 -0.487
C 3.444 -0.554 -1.362 0.643
C 4.645 0.150 -1.487 -0.180
C 5.829 -0.500 -1.813 -0.696
C 5.836 -1.871 -2.015 -0.404
C 4.651 -2.589 -1.916 -0.740
C 3.472 -1.933 -1.596 -0.379
C 2.224 2.033 -0.261 0.359
C 1.742 3.143 -0.958 -0.170
C 2.042 4.436 -0.546 -0.783
C 2.807 4.634 0.593 -0.440
C 3.311 3.545 1.294 -0.854
C 3.030 2.257 0.862 0.165
H 0.528 -0.785 -2.526 0.531
H 0.553 0.946 -2.805 0.454
H 1.815 -0.633 1.519 0.377
H 1.324 -1.792 0.307 0.839
H -1.427 1.037 1.726 0.823
H 0.193 1.526 1.290 0.124
H -0.303 1.481 3.730 0.532
H 1.122 0.559 3.307 0.145
H -1.085 -0.428 4.802 0.365
H 0.201 -1.400 4.106 0.344
H -2.416 -0.723 2.687 0.330
H -1.931 -2.286 3.343 0.396
H -1.435 -2.252 0.936 0.068
H 0.018 -2.379 1.900 0.321
H 4.655 1.222 -1.323 0.332
H 6.748 0.065 -1.907 0.398
H 6.761 -2.381 -2.251 0.378
H 4.648 -3.658 -2.088 0.384
H 2.557 -2.514 -1.531 0.244
H 1.112 3.007 -1.830 0.414
H 1.662 5.281 -1.105 0.437
H 3.002 5.641 0.940 0.390
H 3.923 3.699 2.174 0.397
H 3.446 1.414 1.407 0.466
C -3.694 -3.647 -1.960 -1.238
P -3.940 -2.233 -0.904 0.911
C -5.128 -1.154 -1.665 -1.093
C -4.597 -2.824 0.642 -1.132
O -2.609 -1.513 -0.667 -0.940
H -4.576 -4.288 -1.947 0.419
H -2.834 -4.213 -1.601 0.358
H -3.500 -3.318 -2.980 0.345
H -6.090 -1.658 -1.763 0.424
H -4.771 -0.861 -2.653 0.340
H -5.248 -0.251 -1.062 0.358
H -5.636 -3.128 0.517 0.434
H -4.536 -2.031 1.388 0.293
H -4.011 -3.676 0.987 0.358
Se -4.013 4.174 1.277 -0.592
Sb -3.550 4.528 -1.039 0.676
Se -1.812 2.199 -0.882 0.080
Se -4.897 3.465 -2.689 -0.564
Se -1.946 6.149 -1.702 -0.524
```

The calculation puts the LUMO energy (alpha / beta) at -1.0 / -1.1 eV. The calculation puts the largest force on an atom at 1.31 eV Å⁻¹. As for the HOMO energy (alpha / beta): -6.71 / -6.71 eV. The expectation value of S² is 0.78. The relative energy (zero: lowest compared OMol25 entry of this formula, charge and spin) comes out at 2.691 eV. Its total charge is 0. Its spin multiplicity is 2. The HOMO-LUMO gap (alpha / beta) comes out at 5.70 / 5.66 eV.

| no. | total energy (eV) |
| --- | --- |
| 1 | -48869.898 |
| 2 | -37493.459 |
| 3 | -34893.984 |
| 4 | -314106.559 |